No. 1
{"formula": "C4H6BrF", "method": "wB97M-V/def2-TZVPD", "gap_ev": 10.506, "e_above_lowest_kcal_mol": 27.7, "smiles": "C[C@H](Br)/C=C/F", "species": ["C", "C", "C", "C", "F", "Br", "H", "H", "H", "H", "H", "H"], "positions_angstrom": [[-0.732, -0.729, 0.344], [-0.351, -1.956, -0.052], [0.077, 1.551, -0.459], [0.473, 0.556, 0.495], [-1.253, -2.894, -0.077], [2.203, -0.387, 0.102], [-1.621, -0.386, 0.796], [0.647, -2.248, -0.348], [-0.930, 1.738, -0.518], [0.520, 1.252, -1.518], [0.479, 2.442, -0.203], [0.488, 1.061, 1.437]]}

***

No. 2
{"formula": "CH5N2O2", "method": "wB97M-V/def2-TZVPD", "gap_ev": 6.825, "e_above_lowest_kcal_mol": 166.0, "total_charge": -1, "species": ["C", "N", "N", "O", "O", "H", "H", "H", "H", "H"], "positions_angstrom": [[-0.340, -0.473, -1.102], [-0.729, 0.452, 2.260], [0.666, -0.113, -1.836], [0.730, 0.448, -3.001], [0.111, -0.460, 1.550], [-1.182, -0.057, -1.777], [-0.231, -0.667, -0.012], [-0.083, 1.311, 2.306], [-0.649, -0.087, 3.179], [1.708, -0.354, -1.569]]}

***

No. 3
{"formula": "BH18O7", "method": "wB97M-V/def2-TZVPD", "gap_ev": 10.275, "e_above_lowest_kcal_mol": 4.4, "total_charge": -1, "species": ["B", "H", "H", "H", "H", "O", "H", "H", "O", "H", "H", "O", "H", "H", "O", "H", "H", "O", "H", "H", "O", "H", "H", "O", "H", "H"], "positions_angstrom": [[0.092, 0.099, 0.363], [-0.301, 0.254, 1.464], [-0.728, 0.441, -0.414], [1.159, 0.543, 0.115], [0.213, -1.071, 0.309], [2.771, -1.419, -0.087], [2.780, -2.021, 0.662], [1.938, -0.911, 0.021], [0.575, 2.796, -1.229], [1.443, 3.047, -0.902], [0.317, 2.043, -0.668], [-2.771, 0.289, 1.432], [-1.842, 0.187, 1.132], [-2.782, 1.140, 1.877], [-0.082, 0.039, -2.752], [0.083, 0.046, -1.788], [0.281, 0.879, -3.051], [0.405, -3.363, 1.130], [0.122, -3.692, 0.272], [0.214, -2.409, 1.086], [1.320, 1.580, 2.852], [0.936, 0.878, 2.289], [1.153, 2.386, 2.356], [-2.702, -0.849, -2.277], [-2.639, -0.435, -1.410], [-1.958, -0.477, -2.781]]}

***

No. 4
{"formula": "C22H23Br4N3O6", "method": "wB97M-V/def2-TZVPD", "gap_ev": 9.120, "e_above_lowest_kcal_mol": 49.4, "smiles": "O=[N+]([O-])c1ccccc1.O=[N+]([O-])c1ccccc1.O=[N+]([O-])c1ccccc1.BrCCBr.BrCCBr", "species": ["Br", "C", "C", "Br", "H", "H", "H", "H", "Br", "C", "C", "Br", "H", "H", "H", "H", "C", "C", "C", "C", "C", "C", "N", "O", "O", "H", "H", "H", "H", "H", "C", "C", "C", "C", "C", "C", "N", "O", "O", "H", "H", "H", "H", "H", "C", "C", "C", "C", "C", "C", "N", "O", "O", "H", "H", "H", "H", "H"], "positions_angstrom": [[-0.288, -2.214, 6.929], [0.396, -3.018, 5.269], [-0.639, -3.898, 4.677], [-2.417, -3.114, 4.158], [1.312, -3.511, 5.592], [0.753, -2.174, 4.679], [-0.863, -4.750, 5.317], [-0.185, -4.248, 3.749], [2.174, -1.490, -0.841], [1.360, -0.178, 0.456], [0.975, -1.023, 1.657], [0.187, 0.062, 3.078], [0.377, 0.011, 0.024], [2.044, 0.639, 0.685], [1.823, -1.587, 2.046], [0.199, -1.743, 1.398], [-3.383, 1.627, -0.442], [-2.449, 0.694, -0.874], [-1.576, 1.088, -1.916], [-1.797, 2.324, -2.500], [-2.849, 3.135, -2.036], [-3.593, 2.819, -0.921], [-0.983, 2.694, -3.597], [-0.158, 1.879, -4.089], [-1.190, 3.791, -3.996], [-4.027, 1.333, 0.374], [-2.482, -0.273, -0.393], [-0.844, 0.402, -2.317], [-2.867, 4.076, -2.565], [-4.384, 3.385, -0.450], [1.808, 3.251, 0.444], [3.051, 3.789, 0.613], [3.770, 4.415, -0.467], [3.154, 4.417, -1.784], [1.922, 3.787, -1.875], [1.244, 3.314, -0.795], [3.712, 5.121, -2.990], [4.823, 5.671, -2.896], [3.115, 5.188, -4.026], [1.302, 2.837, 1.304], [3.452, 4.027, 1.587], [4.701, 4.949, -0.348], [1.317, 3.891, -2.764], [0.254, 2.907, -0.943], [-2.356, -3.135, -1.614], [-1.139, -3.434, -2.247], [-0.085, -4.066, -1.498], [-0.199, -4.183, -0.097], [-1.443, -3.902, 0.524], [-2.553, -3.427, -0.257], [0.964, -4.777, 0.613], [1.625, -5.524, 0.003], [1.122, -4.529, 1.832], [-3.134, -2.628, -2.166], [-0.944, -3.217, -3.287], [0.916, -4.321, -1.816], [-1.560, -4.070, 1.584], [-3.465, -3.088, 0.211]]}

***

Let's list DFT total energy in order: -2829.8039; -300.9190; -562.3494; -11763.5443 a.u..